(1)
# C10H35FN13O7Sr

C10H35FN13O7Sr as an isolated structure in a non-equilibrium geometry (wB97M-V/def2-TZVPD, the Open Molecules 2025 dataset).

Values from the calculation:
E, a.u.: -1771.2381
Molar mass, g mol⁻¹: 556.09
ΔE to the lowest compared entry with this formula, charge and spin, kJ/mol: 320.80
HOMO-LUMO gap, Eh: 0.335

Structure (ORCA input):
```
! RIJCOSX wB97M-V def2-TZVPD def2/J DEFGRID3
* xyz 1 1
Sr -0.06801 0.05240 0.73458
F -0.63015 2.09044 2.18420
C -0.38022 -1.31356 -3.43802
C -1.55292 -0.99632 -2.44691
C -2.84991 -1.51399 -3.00418
O -3.25382 -1.02114 -4.29152
C -3.68871 0.26392 -4.23216
N -1.22257 -1.54316 -1.15031
H 0.49911 -0.75464 -3.11789
H -0.55773 -0.96646 -4.45591
H -0.10812 -2.36879 -3.46137
H -1.56559 0.09258 -2.39961
H -3.63867 -1.40175 -2.26030
H -2.66270 -2.58779 -2.99974
H -4.42137 0.53286 -3.47125
H -4.09271 0.67490 -5.15735
H -2.87307 0.98590 -4.19240
H -1.19061 -2.53219 -1.35257
H -2.07481 -1.42902 -0.62046
C 2.99245 0.95932 2.74769
O 2.17989 0.73092 1.89292
N 2.62385 1.55042 3.82317
N 4.25869 0.70150 2.58678
H 1.61659 1.62366 3.83665
H 3.29021 1.70981 4.56523
H 4.50529 0.35533 1.67056
H 5.01756 0.95679 3.20245
C -3.80311 0.74015 0.32161
O -2.80096 0.22035 0.73311
N -3.81415 1.61800 -0.66488
N -4.99445 0.59545 0.77799
H -2.93535 1.76360 -1.14091
H -4.60265 2.24335 -0.75038
H -5.75127 1.15895 0.41775
H -5.18538 0.01361 1.58117
C -0.54346 -0.76102 3.91109
O -0.98024 -1.13534 2.81631
N -0.13581 -1.53755 4.82430
N -0.38365 0.49727 4.38904
H 0.70720 -1.24575 5.29789
H -0.21978 -2.53572 4.69508
H 0.23949 0.46935 5.18340
H -0.32032 1.15622 3.62623
C 0.11212 2.95779 -1.11768
O -0.48060 1.91927 -0.85030
N -0.10169 3.55771 -2.23681
N 1.04182 3.51614 -0.41828
H 0.28529 4.48351 -2.35189
H -0.10741 2.96699 -3.05603
H 1.21337 3.35415 0.56378
H 1.47884 4.29339 -0.89262
C 1.73774 -3.21796 1.50902
O 1.13203 -2.22356 1.16444
N 2.92605 -3.46672 0.93280
N 1.42148 -4.09683 2.45436
H 3.47596 -4.26688 1.21109
H 3.41964 -2.72635 0.45498
H 0.61894 -4.03119 3.06406
H 2.13217 -4.80655 2.56066
C 2.73364 0.24008 -1.54562
O 1.83669 -0.26173 -0.80463
N 2.85922 1.56066 -1.84492
N 3.65105 -0.44520 -2.08548
H 3.59046 1.70363 -2.52678
H 2.35039 2.30869 -1.39587
H 4.56518 -0.02227 -2.16032
H 3.47934 -1.40951 -1.83909
*
```

---

(2)
# C41H58BCrN12O4S

C41H58BCrN12O4S as an isolated structure in a non-equilibrium geometry (wB97M-V/def2-TZVPD, the Open Molecules 2025 dataset).

Values from the calculation:
E, a.u.: -4022.6866
Molar mass, g mol⁻¹: 877.87
ΔE to the lowest compared entry with this formula, charge and spin, kJ/mol: 24.71
HOMO-LUMO gap (alpha / beta), Eh: 0.259 / 0.297
⟨S²⟩: 3.786

Structure (ORCA input):
```
! RIJCOSX wB97M-V def2-TZVPD def2/J DEFGRID3
* xyz 0 4
Cr 0.30897 -0.19006 0.48932
C -4.56882 -1.06356 1.51849
C -3.11684 -0.55287 1.40808
C -3.02504 0.86791 1.98169
C -2.77058 -0.56713 -0.06760
C -3.61111 -0.62308 -1.20637
C -2.77069 -0.34469 -2.31872
C -2.96073 -0.52874 -3.78022
C -4.45318 -0.59651 -4.04027
C -2.24836 -1.79414 -4.25491
N -1.54173 -0.03578 -1.84343
N -1.49424 -0.34676 -0.51892
B -0.46504 0.96336 -2.41121
N 0.88681 0.16242 -2.54620
N 1.37694 -0.43337 -1.38520
C 2.58503 -1.03350 -1.65209
C 2.80047 -0.87816 -3.02305
C 1.70157 -0.20108 -3.60355
C 1.51786 -0.01926 -5.08875
C 1.44405 -1.41369 -5.71772
C 0.44578 0.93823 -5.60519
C 3.56265 -1.82656 -0.81070
C 4.97562 -1.29298 -1.08009
C 3.41506 -3.31313 -1.19143
N -0.30481 2.13687 -1.29847
N 0.04298 1.83899 0.00882
C 0.04833 2.97778 0.76369
C -0.32596 4.02968 -0.11506
C -0.60387 3.46387 -1.36906
C -1.27833 4.10441 -2.58349
C -0.39956 4.21619 -3.82878
C -2.71776 3.61654 -2.81710
C 0.27819 3.17733 2.25960
C 0.63587 1.99828 3.16396
C -0.92839 3.95708 2.79294
H -4.86763 -1.15188 2.58381
H -4.66906 -2.06049 1.05905
H -5.26812 -0.39284 1.00485
H -2.19584 -2.50268 1.56637
H -3.61911 1.60887 1.40070
H -1.98732 1.24112 1.96995
H -3.38285 0.93121 3.00897
H -4.67902 -0.83207 -1.26363
H -2.56502 0.37622 -4.27266
H -4.87332 -1.50541 -3.58193
H -4.70566 -0.67044 -5.10876
H -4.99028 0.27495 -3.63325
H -2.70096 -2.70072 -3.82063
H -1.19145 -1.77631 -3.96751
H -2.31782 -1.92174 -5.36015
H -0.81186 1.45049 -3.46955
H 3.67935 -1.26361 -3.56117
H 2.49795 0.39615 -5.37608
H 0.46988 -1.90173 -5.54933
H 2.20903 -2.06510 -5.28295
H 1.57747 -1.33765 -6.81388
H -0.59681 0.64813 -5.41419
H 0.54696 1.04808 -6.69322
H 0.57836 1.95794 -5.20913
H 3.30326 -1.71214 0.26319
H 5.33169 -1.58103 -2.07742
H 5.70857 -1.63412 -0.32901
H 4.99820 -0.18254 -1.06003
H 3.67034 -3.49805 -2.23668
H 2.36344 -3.63876 -1.04903
H 4.04028 -3.94648 -0.53067
H -0.42918 5.08581 0.16865
H -1.40336 5.15122 -2.24340
H -0.41818 3.31989 -4.47519
H 0.65666 4.45267 -3.55626
H -0.73171 5.05787 -4.45246
H -2.79642 2.58459 -3.23207
H -3.24641 4.28982 -3.50433
H -3.30704 3.64385 -1.87837
H 1.12511 3.88750 2.28984
H 0.17552 1.02576 2.87653
H 0.32438 2.21275 4.19504
H 1.72204 1.81060 3.21172
H -1.84142 3.33656 2.82952
H -1.15965 4.83611 2.17431
H -0.73185 4.28709 3.83036
N 2.13959 -4.80285 5.34341
C 1.47842 -4.32419 4.48424
N 0.66617 -4.05759 3.50887
C 0.47064 -2.99097 2.88911
N 0.14121 -2.14767 2.07585
O 2.91651 1.83692 0.15837
C 3.08163 0.91762 0.98776
N 2.18304 -0.02073 1.43998
S 2.88986 -1.08009 2.66039
O 3.09851 -2.43032 2.15806
O 2.28590 -0.87044 3.96078
C 4.44784 -0.30259 2.52683
C 5.62902 -0.70073 3.10975
C 6.77516 0.00875 2.79554
C 6.73857 1.09368 1.93292
C 5.54100 1.47756 1.34152
C 4.38127 0.72801 1.62945
H 5.65093 -1.55616 3.80440
H 7.73767 -0.26628 3.25371
H 7.65899 1.64914 1.72518
H 5.46257 2.29716 0.62830
N -0.73242 -1.06340 2.01589
C -2.10475 -1.52869 2.10554
N -2.42613 -1.83099 3.49347
C -2.70657 -3.18326 3.84703
C -3.49956 -3.26143 5.15544
O -2.96119 -2.46439 6.17211
C -2.81649 -1.11425 5.77333
C -1.91462 -0.96359 4.55098
H -1.79054 -3.78908 3.90174
H -3.32309 -3.61330 3.04107
H -3.51736 -4.29869 5.54234
H -4.56753 -2.99785 4.98871
H -2.34795 -0.61490 6.64545
H -3.79558 -0.64175 5.61911
H -0.87147 -1.21926 4.83518
H -1.93159 0.09327 4.23924
*
```

---

(3)
# C7H15LiN2

C7H15LiN2 as an isolated structure in a non-equilibrium geometry (wB97M-V/def2-TZVPD, the Open Molecules 2025 dataset).

Values from the calculation:
E, a.u.: -392.6575
Molar mass, g mol⁻¹: 134.15
HOMO-LUMO gap, Eh: 0.196

Structure (ORCA input):
```
! RIJCOSX wB97M-V def2-TZVPD def2/J DEFGRID3
* xyz 0 1
C 1.75759 -1.95040 0.83507
C 2.19888 -0.49307 0.76788
C 1.67850 0.27814 -0.47326
C 1.79768 1.78332 -0.21775
N 0.33653 -0.21907 -0.77232
N -0.59040 0.57941 -0.38980
C -1.84900 0.16984 -0.19881
C -2.68560 0.86439 0.85316
C -2.39693 -0.92357 -1.07618
H 0.70228 -2.03255 1.08769
H 1.94048 -2.46519 -0.10831
H 2.31133 -2.47816 1.61638
H 3.29186 -0.44628 0.76349
H 1.85235 0.05613 1.64768
H 2.37112 0.04273 -1.28871
H 1.15594 2.35827 -0.88571
H 2.82673 2.09252 -0.41473
H 1.54133 2.04665 0.80740
H -2.05867 1.11855 1.70861
H -3.14654 1.81545 0.53759
H -3.47732 0.19918 1.19726
H -2.53956 -0.62128 -2.15542
H -3.37852 -1.27110 -0.75570
H -1.70650 -1.76833 -1.13958
Li -1.93357 1.26441 -1.94593
*
```